P | Computed, not measured: a cluster of 2 separate species, C3H5O3 in total, with ωB97M-V/def2-TZVPD.

Positions of all 11 atoms, in Å:
O1 -3.547 0.442 -0.582
C1 -2.552 -0.073 -0.132
C2 -1.260 -0.185 -0.882
H1 -2.550 -0.521 0.876
H2 -0.754 0.777 -1.019
H3 -0.586 -0.934 -0.473
H4 -1.535 -0.411 -1.921
O2 1.503 -0.022 1.308
C3 2.429 0.266 0.523
O3 3.243 -0.476 -0.062
H5 2.540 1.365 0.277

Computed properties:
Kohn-Sham gap (eV): 7.678
M (g mol⁻¹): 89.070
Charge: -1

List of Löwdin charges in e, atom by atom: 0.005, -0.324, -0.057, 0.112, 0.090, 0.072, 0.077, -0.165, -0.729, -0.157, 0.077

***

Q | Computed, not measured: a cluster of 2 separate species, C3H5O3 in total, with ωB97M-V/def2-TZVPD.

Positions of all 11 atoms, in Å:
C1 -1.881 -0.091 0.410
C2 -0.614 0.589 0.841
O1 -0.193 1.332 -0.306
H1 -2.218 -0.612 1.332
H2 -2.566 -0.382 -1.444
H3 -1.018 0.858 -0.970
H4 -0.857 1.271 1.685
O2 -2.452 -0.896 -0.647
H5 0.168 -0.172 1.081
O3 2.441 -0.006 -0.640
C3 2.960 -0.900 -0.186

Computed properties:
Kohn-Sham gap (alpha / beta) (eV): 4.525 / 4.527
M (g mol⁻¹): 89.070
Charge: -1

List of Löwdin charges in e, atom by atom: -0.409, -0.437, -0.261, 0.029, 0.019, 0.136, 0.091, -0.194, 0.061, -0.004, -0.032

***

Which of them is least stable? Easy: Q.